A structure of composition C34H56AuN3OP2S. Source: the OMol25 dataset; level of theory: the ωB97M-V functional and the def2-TZVPD basis.

The geometry in ORCA input format:
```
! wB97M-V def2-TZVPD RIJCOSX def2/J DEFGRID3
* xyz 2 3
Au -0.353 0.571 -0.419
C -1.816 -2.299 1.481
C -2.752 -1.111 1.716
C -4.194 -1.570 1.931
P -2.563 0.106 0.358
C -3.546 1.600 0.791
C -4.314 2.206 -0.389
C -2.584 2.639 1.370
C -3.274 -0.732 -1.089
C -4.630 -0.904 -1.280
C -5.138 -1.628 -2.363
C -6.615 -1.808 -2.551
C -4.230 -2.176 -3.280
C -2.874 -2.043 -3.111
C -2.370 -1.334 -1.994
N -1.038 -1.159 -1.794
C -0.012 -1.894 -2.362
C -0.096 -3.275 -2.556
C 0.994 -3.962 -3.064
C 2.179 -3.305 -3.384
C 3.362 -4.047 -3.935
C 2.253 -1.920 -3.166
C 1.182 -1.213 -2.667
P 1.122 0.577 -2.360
C 2.824 1.226 -2.605
C 3.053 2.588 -1.939
C 3.260 1.277 -4.072
C -0.038 1.257 -3.638
C -0.095 2.788 -3.551
C 0.163 0.760 -5.071
H -1.854 -2.969 2.341
H -0.776 -1.989 1.357
H -2.121 -2.872 0.600
H -2.399 -0.564 2.593
H -4.553 -2.190 1.108
H -4.894 -0.743 2.073
H -4.228 -2.181 2.834
H -4.232 1.288 1.581
H -3.697 2.255 -1.291
H -4.603 3.227 -0.137
H -5.222 1.661 -0.635
H -1.977 3.054 0.563
H -1.912 2.224 2.127
H -3.152 3.457 1.816
H -5.331 -0.477 -0.574
H -7.186 -1.336 -1.753
H -6.868 -2.869 -2.573
H -6.938 -1.383 -3.502
H -4.608 -2.708 -4.145
H -2.188 -2.446 -3.842
H -0.993 -3.804 -2.260
H 0.932 -5.036 -3.192
H 3.106 -5.072 -4.192
H 4.174 -4.073 -3.206
H 3.746 -3.553 -4.829
H 3.183 -1.415 -3.398
H 3.436 0.489 -2.075
H 2.465 3.370 -2.421
H 4.104 2.859 -2.045
H 2.802 2.575 -0.885
H 2.796 2.121 -4.582
H 3.033 0.372 -4.632
H 4.340 1.432 -4.106
H -1.003 0.873 -3.297
H 0.769 3.246 -4.034
H -0.138 3.151 -2.520
H -0.986 3.151 -4.066
H 1.021 1.222 -5.552
H -0.719 1.019 -5.661
H 0.286 -0.324 -5.121
C -1.916 1.888 5.327
N -0.588 1.474 5.706
C -0.001 1.908 6.976
C 1.337 1.149 7.024
N 1.355 0.494 5.716
C 0.221 0.655 5.014
S -0.074 -0.082 3.520
H -2.643 1.565 6.073
H -2.155 1.431 4.370
H -1.970 2.975 5.237
H -0.660 1.643 7.803
H 0.133 2.990 6.982
H 1.362 0.416 7.828
H 2.184 1.820 7.141
H 2.053 -0.164 5.420
C 2.116 2.847 2.600
C 1.862 4.104 1.767
C 0.823 3.624 0.772
O 1.114 2.214 0.562
C 2.100 1.766 1.546
H 1.309 2.678 3.315
H 3.063 2.879 3.135
H 2.776 4.404 1.252
H 1.503 4.952 2.348
H 0.874 4.129 -0.193
H -0.181 3.719 1.174
H 3.068 1.690 1.042
H 1.800 0.794 1.921
*
```

For the HOMO energy (alpha / beta), the calculation gives -12.79 / -12.80 eV. The energy is -75777.4499 eV. As for the energy above the lowest of the compared OMol25 structures with the same formula, charge and spin: 29.3 kcal/mol. The value obtained for the frontier orbital gap (alpha / beta) is 8.12 / 5.43 eV.